Record 1
The following is a quantum chemistry calculation of 2 unconnected molecules or ions with the total composition CH2N3O3P in a non-equilibrium geometry, from the Open Molecules 2025 dataset.

Its lowest unoccupied orbital energy is -1.17 eV. For the largest force on an atom, the calculation gives 5.20 eV/A. Its SMILES is N#CON=O.NP=O. The energy above the lowest of the compared OMol25 structures with the same formula, charge and spin comes out at 182.29 kJ/mol. Its gap between HOMO and LUMO is 9.33 eV. The calculated total energy comes out at -20967.351 eV.

Each line ends with the Löwdin charge.
Geometry (Å):
N -0.986803 -0.410281 3.572548  0.177
C -0.555507 -0.953696 2.698319  -0.427
O -0.023587 -1.624958 1.777502  0.003
N -0.438702 -1.561591 0.315609  0.078
O -1.218461 -0.750372 0.042697  0.099
N 0.398362 1.476408 -1.952757  -0.223
P 1.676232 0.513742 -1.641940  0.676
O 1.522295 0.020123 -0.314260  -0.497
H -0.613947 1.475766 -1.600111  0.091
H 0.240119 1.814859 -2.897608  0.023

Atomic forces in eV per Å
N -2.121 2.642 3.951
C 1.054 -1.337 -2.957
O 1.240 -1.445 -0.742
N -1.775 1.574 -1.300
O 1.437 -1.574 1.134
N -3.778 0.888 -0.960
P 0.843 1.079 -2.816
O -0.065 -1.559 3.446
H 2.305 -0.280 0.405
H 0.860 0.011 -0.162

***

Record 2
The following is a quantum chemistry calculation of a single C18H24N2O3S molecule, from the Open Molecules 2025 dataset.

Its lowest unoccupied orbital energy is 0.70 eV. For the largest force on an atom, the calculation gives 0.89 eV/A. Its SMILES is CCOc1cc(C)c(C(C)C)cc1S(=O)(=O)NCc1ccccn1. The energy above the lowest of the compared OMol25 structures with the same formula, charge and spin comes out at 186.67 kJ/mol. Its gap between HOMO and LUMO is 9.33 eV. The calculated total energy comes out at -39013.167 eV.

Each line ends with the Löwdin charge.
Geometry (Å):
C -0.579405 -3.927114 1.101245  -0.053
C -0.108451 -3.527521 -0.291532  -0.224
O 0.150621 -2.135676 -0.385687  -0.078
C -0.878090 -1.259170 -0.268801  -0.259
C -2.213384 -1.518606 -0.555768  0.035
C -3.183147 -0.524661 -0.470987  -0.195
C -4.602950 -0.887637 -0.798217  -0.037
C -2.825362 0.772893 -0.090220  -0.161
C -3.826071 1.900421 0.019324  -0.382
C -3.914641 2.395718 1.465000  -0.056
C -3.450796 3.045335 -0.924517  -0.058
C -1.491537 1.021463 0.211395  0.003
C -0.542733 0.029937 0.130527  -0.184
S 1.139993 0.362161 0.610811  0.671
O 1.265638 1.764913 0.893715  -0.289
O 1.517192 -0.562598 1.645438  -0.282
N 1.968704 0.042390 -0.804658  -0.109
C 2.990433 0.970570 -1.239655  -0.174
C 4.339063 0.724126 -0.612509  -0.272
C 4.481442 0.651455 0.770801  -0.013
C 5.740238 0.408624 1.292202  -0.057
C 6.808478 0.251153 0.420876  -0.070
C 6.559486 0.341823 -0.938669  -0.151
N 5.359189 0.567476 -1.445845  0.101
H 0.122162 -3.544552 1.838411  0.085
H -1.560804 -3.508324 1.311810  0.071
H -0.630929 -5.009621 1.179359  0.078
H 0.856757 -3.991156 -0.510071  0.126
H -0.825130 -3.844199 -1.059844  0.116
H -2.518765 -2.508161 -0.860601  0.114
H -5.254558 -0.702866 0.054246  0.088
H -4.967398 -0.298794 -1.638439  0.088
H -4.677612 -1.939187 -1.062403  0.076
H -4.813890 1.537528 -0.272195  0.117
H -4.184870 1.578453 2.130059  0.083
H -4.669696 3.174362 1.548713  0.078
H -2.962419 2.802281 1.793606  0.078
H -4.206756 3.826526 -0.883398  0.078
H -2.493804 3.478524 -0.648303  0.077
H -3.380857 2.684814 -1.948418  0.083
H -1.154874 1.994874 0.529432  0.115
H 2.237975 -0.928102 -0.845564  0.111
H 3.086796 0.915648 -2.327682  0.121
H 2.626283 1.961084 -0.954476  0.117
H 3.621395 0.779594 1.408308  0.087
H 5.886936 0.345511 2.360654  0.108
H 7.805861 0.062526 0.787083  0.098
H 7.354288 0.225759 -1.664569  0.102

Atomic forces in eV per Å
C 0.107 0.254 -0.292
C -0.082 -0.441 0.171
O -0.111 0.114 -0.123
C -0.225 0.099 -0.025
C 0.341 -0.175 -0.011
C 0.138 0.136 0.071
C 0.032 0.033 0.006
C -0.027 -0.164 -0.047
C 0.123 0.143 0.069
C -0.188 -0.115 -0.202
C -0.233 -0.186 0.038
C -0.035 0.013 0.001
C 0.626 -0.149 0.193
S -0.178 -0.355 -0.223
O -0.070 0.115 -0.303
O -0.102 -0.050 -0.271
N -0.514 0.076 0.725
C 0.079 0.461 -0.047
C 0.002 -0.028 0.156
C 0.167 0.004 -0.089
C -0.052 0.027 -0.090
C -0.074 0.011 -0.007
C 0.341 -0.050 0.169
N -0.275 0.079 -0.393
H 0.053 -0.013 0.092
H -0.080 -0.024 0.065
H -0.030 -0.111 0.017
H -0.163 0.026 -0.041
H 0.132 0.060 0.028
H 0.009 -0.107 -0.024
H -0.116 0.011 0.012
H -0.109 0.022 -0.040
H -0.035 -0.055 -0.019
H 0.069 -0.029 0.006
H -0.015 -0.042 0.125
H -0.055 0.110 0.064
H 0.127 0.069 0.070
H -0.038 0.130 -0.015
H 0.137 0.085 0.022
H 0.034 0.028 -0.124
H -0.032 0.201 0.039
H -0.093 -0.236 0.057
H 0.002 0.036 0.175
H 0.149 0.020 -0.225
H 0.052 0.014 0.135
H 0.003 -0.001 0.075
H 0.081 -0.021 0.002
H 0.126 -0.026 0.029